Formula: C46H46N2O6
Source: OMol25
Level of theory: ωB97M-V/def2-TZVPD

Calculated values
- M (g mol⁻¹) = 722.9
- highest occupied orbital energy (eV) = -6.97
- energy above the lowest of the compared OMol25 structures with the same formula, charge and spin (kJ/mol) = 129.9
- spin multiplicity = 1
- Kohn-Sham gap (eV) = 5.24
- lowest unoccupied orbital energy (eV) = -1.73

Positions of all 100 atoms, in Å:
C1 4.94 -3.61 3.12
O1 5.50 -2.35 3.53
C2 4.75 -1.23 3.41
C3 3.45 -1.16 2.90
C4 2.59 -0.13 3.29
C5 1.13 -0.21 2.91
C6 0.20 -0.62 4.06
C7 0.56 -1.93 4.77
O2 1.65 -2.24 5.26
N1 -0.57 -2.69 4.80
C8 -0.57 -3.93 5.54
C9 -1.78 -2.06 4.25
C10 -2.40 -3.01 3.21
C11 -2.80 -1.70 5.36
N2 -1.19 -0.85 3.65
C12 -1.88 0.05 2.92
C13 -3.26 -0.02 2.72
C14 -4.09 1.06 2.39
C15 -5.49 0.91 2.82
C16 -6.23 1.87 3.59
C17 -7.57 1.64 3.88
C18 -8.11 0.35 3.79
C19 -7.36 -0.64 3.12
C20 -6.13 -0.32 2.53
C21 3.08 0.94 4.04
C22 4.42 0.95 4.47
O3 4.94 1.78 5.41
C23 4.08 2.78 5.98
C24 5.29 -0.05 3.98
O4 6.63 0.02 4.25
C25 7.06 -0.53 5.53
H1 5.75 -4.33 3.23
H2 4.09 -3.89 3.76
H3 4.61 -3.57 2.07
H4 3.06 -1.97 2.28
H5 0.79 0.77 2.53
H6 1.03 -0.97 2.12
H7 0.26 0.18 4.83
H8 0.45 -4.11 5.88
H9 -1.26 -3.86 6.40
H10 -0.91 -4.76 4.90
H11 -1.68 -3.24 2.41
H12 -2.72 -3.93 3.72
H13 -3.28 -2.58 2.73
H14 -2.31 -1.19 6.19
H15 -3.58 -1.04 4.97
H16 -3.27 -2.62 5.72
H17 -1.36 0.95 2.54
H18 -3.77 -0.95 3.01
H19 -3.62 2.03 2.22
H20 -5.77 2.79 3.98
H21 -8.18 2.47 4.27
H22 -9.09 0.15 4.25
H23 -7.69 -1.68 3.09
H24 -5.64 -1.05 1.88
H25 2.40 1.74 4.33
H26 4.73 3.41 6.58
H27 3.61 3.38 5.19
H28 3.31 2.32 6.60
H29 8.14 -0.39 5.52
H30 6.60 0.04 6.35
H31 6.79 -1.59 5.58
C26 -6.36 1.26 -2.97
C27 -5.83 0.36 -2.03
C28 -4.90 0.81 -1.09
C29 -4.73 2.19 -0.96
C30 -4.12 2.81 0.23
C31 -5.24 3.28 1.03
C32 -4.97 4.45 1.92
C33 -5.66 5.57 1.48
C34 -5.86 6.62 2.38
C35 -5.30 6.52 3.67
C36 -4.45 5.46 4.00
C37 -4.21 4.42 3.07
O5 -6.39 2.86 1.00
C38 -2.93 3.67 -0.01
C39 -2.67 4.10 -1.47
C40 -2.39 3.22 -2.54
C41 -2.38 3.67 -3.87
C42 -2.67 5.01 -4.17
C43 -2.84 5.91 -3.11
C44 -2.82 5.46 -1.77
O6 -2.18 4.08 0.89
C45 -5.29 3.09 -1.87
C46 -6.10 2.64 -2.90
H32 -6.95 0.89 -3.82
H33 -6.13 -0.69 -2.02
H34 -4.31 0.20 -0.40
H35 -6.05 5.58 0.47
H36 -6.46 7.47 2.07
H37 -5.49 7.33 4.39
H38 -3.97 5.39 4.98
H39 -3.47 3.63 3.25
H40 -2.24 2.16 -2.34
H41 -2.11 2.96 -4.67
H42 -2.72 5.35 -5.22
H43 -2.95 6.98 -3.33
H44 -2.97 6.17 -0.95
H45 -5.03 4.15 -1.79
H46 -6.48 3.33 -3.65

Atomic partial charges in e from the Mulliken method, atoms 1 to 6: atom 1 (C): -0.792, atom 2 (O): -0.409, atom 3 (C): 0.824, atom 4 (C): -0.805, atom 5 (C): -0.278, atom 6 (C): -1.227

---

Formula: C46H47AsBClHfN4O7S3Si
Source: OMol25
Level of theory: ωB97M-V/def2-TZVPD

Calculated values
- M (g mol⁻¹) = 1191.9
- net charge = -2
- highest occupied orbital energy (eV) = -2.08
- energy above the lowest of the compared OMol25 structures with the same formula, charge and spin (kJ/mol) = 136.3
- spin multiplicity = 1
- Kohn-Sham gap (eV) = 6.00
- lowest unoccupied orbital energy (eV) = 3.92

Positions of all 112 atoms, in Å:
Hf1 5.68 -22.02 -7.97
C1 4.03 -24.34 -12.46
N1 3.07 -23.84 -11.57
C2 2.47 -24.63 -10.64
C3 1.59 -23.87 -9.97
N2 1.60 -22.56 -10.57
B1 0.67 -21.46 -10.04
N3 1.55 -20.28 -9.62
C4 1.45 -19.00 -10.06
C5 2.22 -18.16 -9.33
N4 2.82 -18.97 -8.40
C6 3.87 -18.54 -7.55
C7 2.43 -20.27 -8.59
S1 2.95 -21.54 -7.55
C8 2.56 -22.54 -11.53
S2 2.93 -21.38 -12.77
H1 4.54 -23.59 -13.04
H2 3.62 -25.09 -13.18
H3 4.81 -24.86 -11.87
H4 2.92 -25.53 -10.41
H5 0.88 -24.09 -9.16
H6 -0.13 -21.13 -10.86
H7 0.12 -21.91 -9.06
H8 0.87 -18.78 -10.97
H9 2.38 -17.09 -9.36
H10 3.88 -19.12 -6.63
H11 3.95 -17.46 -7.37
H12 4.84 -18.68 -8.12
O1 4.81 -25.96 -9.40
C9 5.02 -24.92 -8.78
O2 5.15 -23.72 -9.27
C10 4.84 -24.83 -7.26
O3 4.25 -25.70 -6.62
O4 5.32 -23.71 -6.75
S3 7.97 -23.17 -7.92
C11 9.23 -22.43 -8.93
C12 10.43 -22.09 -8.18
C13 11.55 -21.57 -8.82
C14 11.48 -21.36 -10.20
C15 10.38 -21.74 -10.94
C16 9.23 -22.26 -10.32
As1 7.61 -22.56 -11.36
C17 8.10 -24.42 -11.68
C18 8.83 -24.81 -12.80
C19 9.21 -26.17 -12.95
C20 8.87 -27.06 -11.95
C21 8.18 -26.65 -10.81
C22 7.75 -25.32 -10.67
C23 7.85 -21.50 -13.01
C24 6.88 -21.78 -14.03
C25 6.87 -21.08 -15.20
C26 7.81 -20.06 -15.38
C27 8.68 -19.69 -14.37
C28 8.65 -20.40 -13.13
H13 10.42 -22.27 -7.12
H14 12.46 -21.31 -8.25
H15 12.28 -21.06 -10.78
H16 10.34 -21.65 -12.01
H17 8.96 -24.12 -13.58
H18 9.66 -26.58 -13.84
H19 9.21 -28.10 -12.03
H20 7.97 -27.42 -10.07
H21 7.12 -25.01 -9.92
H22 6.17 -22.57 -13.90
H23 6.16 -21.27 -15.96
H24 7.81 -19.44 -16.24
H25 9.33 -18.85 -14.48
H26 9.26 -19.94 -12.29
C29 7.35 -19.94 -2.55
C30 7.34 -20.80 -3.87
C31 6.97 -22.22 -3.46
C32 8.67 -20.74 -4.55
Si1 6.02 -20.05 -5.03
O5 6.09 -20.88 -6.38
C33 6.58 -18.26 -5.46
C34 6.29 -17.05 -4.77
C35 6.85 -15.85 -5.15
C36 7.81 -15.74 -6.14
C37 8.02 -16.91 -6.91
C38 7.39 -18.13 -6.60
C39 4.24 -20.15 -4.29
C40 3.47 -19.08 -3.84
C41 2.20 -19.26 -3.25
C42 1.66 -20.53 -3.10
C43 2.37 -21.57 -3.69
C44 3.63 -21.41 -4.23
H27 8.18 -20.32 -1.97
H28 6.43 -20.03 -2.02
H29 7.45 -18.87 -2.73
H30 7.61 -22.47 -2.64
H31 7.16 -22.94 -4.32
H32 5.94 -22.23 -2.94
H33 9.51 -20.81 -3.85
H34 8.86 -19.76 -5.03
H35 8.82 -21.55 -5.24
H36 5.61 -17.03 -3.92
H37 6.57 -14.95 -4.60
H38 8.34 -14.84 -6.42
H39 8.68 -16.91 -7.83
H40 7.56 -18.98 -7.28
H41 3.92 -18.09 -3.92
H42 1.67 -18.37 -2.91
H43 0.65 -20.79 -2.80
H44 1.96 -22.58 -3.86
H45 4.14 -22.31 -4.56
Cl1 7.37 -17.78 -10.54
C45 6.15 -19.07 -10.97
C46 6.00 -20.12 -9.93
O6 4.88 -20.71 -9.87
O7 6.95 -20.44 -9.17
H46 6.57 -19.60 -11.85
H47 5.29 -18.58 -11.41

Atomic partial charges in e from the Mulliken method, atoms 1 to 6: atom 1 (Hf): -1.060, atom 2 (C): -0.429, atom 3 (N): 0.478, atom 4 (C): -1.207, atom 5 (C): -0.621, atom 6 (N): 0.347